[1]
28
Properties=species:S:1:pos:R:3 method="wB97M-V/def2-TZVPD" de_lowest_kj_mol=264.4 lumo_ev="-0.7 / 0.1"
C -4.024 -1.126 -0.127
C -3.968 -0.354 1.068
C -3.126 -0.902 -1.182
C -2.988 0.689 1.168
C -2.207 0.161 -1.072
C -2.166 0.985 0.031
C 1.362 -0.425 0.119
C 0.832 -1.542 0.557
C 2.656 -0.252 -0.687
C 3.114 1.103 -0.263
C 1.754 1.851 0.069
C -1.221 2.038 0.180
N 0.856 0.763 0.447
F -0.831 2.771 -0.917
F -1.084 2.801 1.267
H -4.574 -2.061 -0.144
H -4.630 -0.627 1.844
H -3.008 -1.622 -1.966
H -2.827 1.257 2.078
H -1.382 0.153 -1.890
H -0.045 -1.726 1.160
H 1.378 -2.573 0.343
H 3.402 -0.954 -0.395
H 2.507 -0.431 -1.729
H 3.862 0.870 0.521
H 3.654 1.569 -1.116
H 1.854 2.667 0.817
H 1.474 2.163 -0.935


[2]
41
Properties=species:S:1:pos:R:3 method="wB97M-V/def2-TZVPD" de_lowest_kj_mol=0.0 lumo_ev=-4.0 charge=+1
F -1.008 -0.863 3.094
C -0.031 -1.784 2.968
F -0.575 -3.007 3.149
F 0.857 -1.586 3.969
C 0.652 -1.679 1.626
C 1.508 -2.694 1.215
C 2.162 -2.600 -0.003
C 1.972 -1.493 -0.811
C 1.109 -0.486 -0.391
C 0.889 0.700 -1.270
F -0.368 0.839 -1.722
F 1.731 0.739 -2.314
S 1.185 2.253 -0.245
C 2.988 2.399 -0.297
C 3.564 1.833 1.009
C 4.931 1.217 0.740
Br 5.531 0.234 2.278
C 0.442 -0.574 0.825
H 1.656 -3.557 1.847
H 2.818 -3.396 -0.321
H 2.486 -1.420 -1.757
H 0.758 3.214 -1.086
H 3.341 1.881 -1.185
H 3.176 3.465 -0.401
H 2.912 1.085 1.457
H 3.677 2.645 1.724
H 5.678 1.980 0.539
H 4.896 0.534 -0.104
H -0.252 0.187 1.154
C -6.042 0.677 -1.672
C -4.806 1.296 -1.787
C -3.654 0.613 -1.420
C -3.738 -0.687 -0.942
C -4.974 -1.307 -0.829
C -6.126 -0.623 -1.193
H -6.941 1.207 -1.957
H -4.741 2.308 -2.163
H -2.694 1.099 -1.503
H -2.838 -1.222 -0.659
H -5.041 -2.321 -0.459
H -7.090 -1.105 -1.103


[3]
20
Properties=species:S:1:pos:R:3 method="wB97M-V/def2-TZVPD" de_lowest_kj_mol=329.2 lumo_ev=-2.9 charge=+1
C -0.078 -0.094 0.905
C -0.843 1.067 0.427
C -0.746 1.210 -1.023
C -0.603 2.318 -1.707
N -0.828 -0.038 -1.842
N 1.031 -0.597 -0.126
H 0.490 -0.035 1.888
H -0.686 -0.963 1.247
H -1.870 0.966 0.775
H -0.568 1.926 1.048
H -1.019 2.345 -2.755
H -0.408 3.364 -1.632
H -1.089 0.223 -2.772
H -1.421 -0.729 -1.657
H 1.153 -1.594 0.099
H 0.765 -0.312 -1.130
H 1.996 -0.431 0.197
H 2.310 -3.000 2.928
H 0.820 -3.013 2.730
O 1.595 -2.614 2.401


[4]
30
Properties=species:S:1:pos:R:3 method="wB97M-V/def2-TZVPD" de_lowest_kj_mol=591.2 lumo_ev=-3.9 charge=+1
C 2.417 0.937 2.691
C 1.125 -2.285 -4.266
C -4.901 0.719 3.096
C 2.026 0.643 1.484
C 1.788 -1.446 -3.477
C -3.761 0.631 2.553
C 1.121 1.509 0.559
C 1.149 -0.709 -2.366
C -1.267 1.016 1.061
N -1.393 -0.214 0.596
N -0.125 1.783 1.160
N 0.418 -1.453 -1.221
H 3.122 0.226 3.273
H 1.900 1.776 3.150
H 1.598 -2.913 -4.952
H -0.028 -2.192 -4.172
H -5.550 1.510 2.732
H -5.378 0.379 4.083
H 2.286 -0.371 1.054
H 2.817 -1.401 -3.751
H -2.168 1.252 1.643
H 1.020 0.949 -0.372
H 1.684 2.444 0.283
H 0.417 -0.009 -2.797
H 1.872 -0.099 -1.768
H -0.586 -0.689 -0.197
H -2.255 -0.619 0.709
H -0.123 2.716 1.429
H -0.291 -2.057 -1.568
H 1.067 -2.034 -0.647